[1]
# C39H51N15O4

A cluster of 11 separate species, C39H51N15O4 in total at a distorted geometry (wB97M-V/def2-TZVPD, OMol25).

Last column: Mulliken charge in e.
Cartesian coordinates (Å):
C -4.546 0.037 -3.689  -0.5240
C -3.717 0.979 -3.070  -1.2209
C -2.446 0.566 -2.696  -0.2923
N -1.919 -0.641 -2.921  0.6407
C -2.711 -1.479 -3.616  -0.4058
C -4.006 -1.247 -3.986  -0.6811
H -5.568 0.208 -4.015  0.4013
H -4.074 1.963 -2.745  0.5190
H -1.816 1.179 -2.104  0.7514
H -2.262 -2.400 -3.949  0.0044
H -4.621 -2.022 -4.436  0.4589
C 2.124 -1.497 -4.818  -0.3251
C 2.933 -2.572 -5.221  -0.3629
C 2.544 -3.901 -5.059  -0.4040
N 1.381 -4.173 -4.480  -0.7234
C 0.546 -3.172 -4.165  -0.2611
C 0.865 -1.786 -4.294  0.9555
H 2.519 -0.475 -4.845  0.3840
H 3.963 -2.427 -5.596  0.3404
H 3.208 -4.653 -5.463  0.3407
H -0.465 -3.463 -3.806  0.3283
H 0.134 -0.990 -4.105  -0.3488
C 3.046 5.527 2.227  -0.1323
C 3.177 4.209 1.838  -1.0572
C 1.998 3.583 1.404  -0.1861
N 0.814 4.171 1.340  0.1034
C 0.717 5.467 1.628  -0.1813
C 1.804 6.164 2.144  -0.7033
H 3.941 6.104 2.496  0.3643
H 4.142 3.693 1.872  0.3434
H 1.958 2.592 0.996  0.6741
H -0.262 5.913 1.499  0.4098
H 1.704 7.253 2.378  0.3195
C 0.161 -2.737 3.790  -0.2783
C -1.061 -2.149 3.341  0.0048
C -2.223 -2.678 3.855  -0.4452
N -2.322 -3.741 4.700  -0.5577
C -1.193 -4.309 5.027  -0.1483
C 0.061 -3.890 4.609  -0.5055
H 1.096 -2.339 3.381  0.3709
H -1.151 -1.295 2.696  0.4762
H -3.170 -2.211 3.584  0.4075
H -1.233 -5.168 5.718  0.3184
H 0.926 -4.464 4.991  0.3311
C 0.122 1.633 -4.827  -0.2626
C 0.856 2.347 -5.774  -0.4778
C 1.811 3.235 -5.334  -0.3675
N 2.166 3.331 -4.053  -0.6163
C 1.454 2.643 -3.174  -0.6291
C 0.480 1.776 -3.486  1.0102
H -0.710 0.982 -5.103  0.3604
H 0.706 2.302 -6.869  0.3545
H 2.427 3.751 -6.057  0.3591
H 1.793 2.733 -2.147  0.7016
H 0.062 1.117 -2.706  -0.3544
C -3.785 3.944 2.189  -0.8174
C -2.468 3.780 1.713  -0.4923
C -2.277 3.230 0.491  -0.5452
N -3.292 2.798 -0.268  -0.0155
C -4.549 2.940 0.173  -0.1975
C -4.883 3.535 1.397  -0.7681
H -3.966 4.167 3.217  0.3603
H -1.603 3.940 2.342  0.7022
H -1.283 2.933 0.225  0.8991
H -5.286 2.617 -0.549  0.3474
H -5.855 3.445 1.825  0.4684
C -3.573 -0.442 0.913  0.2820
C -3.262 -1.401 -0.096  0.0536
C -4.298 -2.147 -0.549  -0.7550
N -5.559 -2.069 -0.139  -0.6829
C -5.814 -1.177 0.826  -0.3481
C -4.858 -0.378 1.410  -0.7500
H -2.767 0.191 1.239  0.4749
H -2.338 -1.492 -0.632  0.4370
H -4.037 -2.844 -1.357  0.4349
H -6.806 -1.028 1.190  0.4054
H -5.169 0.304 2.183  0.4309
N 4.823 -0.015 3.007  -0.3039
C 5.471 -0.862 3.857  0.5161
N 4.688 -1.346 4.817  -0.3500
O 6.660 -1.187 3.751  -0.6848
H 3.875 0.250 3.280  0.3041
H 5.205 0.823 2.590  0.2239
H 4.879 -2.216 5.294  0.2262
H 3.748 -0.995 4.785  0.2388
N -0.122 1.461 3.188  0.0677
C 0.997 1.086 3.950  0.2982
N 0.895 1.524 5.260  -0.5070
O 1.974 0.533 3.470  -0.5043
H -0.757 2.105 3.647  0.1812
H -0.065 1.343 2.175  -0.3742
H 1.701 1.388 5.863  0.2545
H -0.005 1.526 5.720  0.1908
N 4.475 -4.434 -0.301  -0.5051
C 3.368 -4.038 -1.131  0.5017
N 2.537 -5.090 -1.657  -0.4061
O 3.100 -2.875 -1.329  -0.6631
H 4.816 -3.653 0.299  0.2501
H 4.631 -5.314 0.146  0.1924
H 1.896 -4.957 -2.474  0.2593
H 3.018 -6.007 -1.621  0.2198
N 0.779 -1.178 -1.223  0.4547
C 0.842 -0.606 0.004  -0.0844
N 1.995 -0.911 0.694  0.0001
O -0.089 0.088 0.524  0.5792
H -0.071 -1.025 -1.758  -0.1460
H 1.450 -1.923 -1.404  0.0817
H 2.791 -1.351 0.310  0.1683
H 2.055 -0.568 1.617  -0.1851

**Gap between HOMO and LUMO**: 9.75 eV
**LUMO energy**: 0.35 eV
**E_HOMO**: -9.4 eV
**Total charge**: 0
**SMILES string**: c1ccncc1.c1ccncc1.c1ccncc1.c1ccncc1.c1ccncc1.c1ccncc1.c1ccncc1.NC(N)=O.NC(N)=O.NC(N)=O.NC(N)=O

[2]
# C39H52AsNO2PSi2V

A structure of composition C39H52AsNO2PSi2V at a distorted geometry (wB97M-V/def2-TZVPD, OMol25).

Last column: Löwdin spin population.
Cartesian coordinates (Å):
V -0.122 0.008 -0.246  1.0031
C 3.328 -2.626 3.686  -0.0035
C 3.045 -1.269 3.675  -0.0009
C 2.814 -0.616 2.479  -0.0040
C 2.836 -1.314 1.274  -0.0032
C 3.065 -2.691 1.301  -0.0040
C 3.329 -3.336 2.496  -0.0004
P 2.429 -0.493 -0.323  -0.0249
C 4.097 -0.423 -1.112  -0.0072
C 4.316 0.617 -2.019  -0.0002
C 5.515 0.727 -2.693  -0.0003
C 6.507 -0.225 -2.506  0.0003
C 6.280 -1.288 -1.649  -0.0003
C 5.088 -1.389 -0.954  -0.0005
C 2.272 1.225 0.236  -0.0039
C 3.310 2.089 0.563  -0.0037
C 3.000 3.331 1.089  -0.0058
C 1.674 3.659 1.336  -0.0021
C 0.654 2.771 1.034  -0.0065
C 0.921 1.539 0.438  -0.0120
H 3.526 -3.135 4.619  -0.0003
H 2.994 -0.720 4.604  0.0000
H 2.602 0.443 2.483  0.0000
H 3.033 -3.257 0.376  -0.0002
H 3.521 -4.401 2.504  0.0001
H 3.537 1.355 -2.169  0.0001
H 5.682 1.556 -3.367  -0.0001
H 7.453 -0.133 -3.019  0.0000
H 7.041 -2.045 -1.519  -0.0001
H 4.938 -2.214 -0.273  -0.0001
H 4.343 1.794 0.415  -0.0001
H 3.788 4.028 1.337  -0.0006
H 1.438 4.622 1.772  0.0000
H -0.362 3.037 1.299  -0.0006
C -0.407 -3.052 4.926  0.0002
C -0.354 -3.496 3.470  0.0035
As -0.830 -2.012 2.192  0.0022
C -0.572 -3.071 0.518  0.0017
C -0.836 -4.568 0.503  0.0003
C -2.829 -2.116 2.343  -0.0010
C -3.485 -3.407 2.815  -0.0001
H -0.212 -3.888 5.602  0.0001
H -1.385 -2.637 5.174  0.0000
H 0.336 -2.277 5.107  0.0000
H -1.021 -4.343 3.308  0.0003
H 0.663 -3.820 3.226  0.0000
H 0.476 -2.916 0.231  0.0000
H -1.206 -2.576 -0.232  -0.0001
H -0.214 -5.078 1.237  0.0000
H -0.592 -4.983 -0.475  0.0000
H -1.881 -4.792 0.698  0.0000
H -3.218 -1.863 1.351  0.0000
H -3.125 -1.302 3.016  0.0000
H -3.246 -4.242 2.159  0.0000
H -4.571 -3.295 2.822  -0.0001
H -3.169 -3.663 3.825  0.0000
O -2.889 -0.612 -1.420  0.0119
C -2.936 0.027 -0.361  0.0145
N -1.829 0.244 0.405  0.0185
C -2.169 0.825 1.595  0.0061
O -1.382 0.980 2.535  -0.0001
C -3.602 1.126 1.553  0.0019
C -4.437 1.775 2.445  0.0013
C -5.776 1.901 2.113  0.0034
C -6.269 1.377 0.914  0.0011
C -5.438 0.730 0.013  0.0031
C -4.094 0.609 0.330  0.0004
H -4.042 2.177 3.368  0.0000
H -6.454 2.412 2.785  0.0002
H -7.322 1.490 0.687  0.0000
H -5.829 0.340 -0.917  0.0002
C 1.508 -0.634 -4.745  0.0009
Si 0.107 -0.966 -3.458  0.0038
C 0.616 -2.654 -2.683  -0.0016
C -1.469 -1.433 -4.441  0.0012
C 0.009 0.542 -2.302  0.0056
Si -1.120 1.968 -2.882  0.0018
C -0.030 3.099 -4.007  0.0007
C -2.676 1.588 -3.938  0.0004
C -1.804 3.096 -1.485  -0.0002
H 1.591 -1.422 -5.488  0.0001
H 2.471 -0.548 -4.249  0.0000
H 1.335 0.298 -5.270  -0.0001
H 0.962 -3.342 -3.452  -0.0004
H -0.241 -3.116 -2.204  0.0001
H 1.419 -2.552 -1.954  -0.0004
H -1.424 -2.447 -4.830  0.0002
H -1.626 -0.762 -5.278  0.0000
H -2.329 -1.360 -3.787  0.0000
H 1.021 0.974 -2.314  0.0000
H 0.365 2.537 -4.847  0.0000
H 0.817 3.497 -3.459  0.0001
H -0.587 3.939 -4.408  0.0001
H -2.426 1.304 -4.954  0.0000
H -3.326 2.457 -3.987  0.0000
H -3.240 0.780 -3.488  0.0001
H -1.064 3.229 -0.704  -0.0001
H -2.690 2.655 -1.034  0.0001
H -2.080 4.079 -1.860  -0.0001

**Spin multiplicity**: 2
**Gap between HOMO and LUMO (alpha / beta)**: 5.13 / 4.28 eV
**LUMO energy (alpha / beta)**: 2.18 / 2.20 eV
**E_HOMO (alpha / beta)**: -2.9 / -2.1 eV
**Total charge**: -1
**<S²>**: 0.88

[3]
# C39H52BN8PS3Tl

A structure of composition C39H52BN8PS3Tl (wB97M-V/def2-TZVPD, OMol25).

Last column: Mulliken charge in e.
Cartesian coordinates (Å):
Tl 0.105 -0.213 -0.981  1.0517
C 2.871 -1.218 -3.808  -2.0285
C 4.098 -1.041 -2.915  1.4794
C 4.337 -2.379 -2.196  -1.7864
C 5.317 -0.654 -3.767  -1.7762
N 3.924 0.001 -1.901  0.6801
C 4.735 0.066 -0.790  -0.1554
C 4.263 1.046 0.003  -1.3994
N 3.170 1.613 -0.594  -0.0551
B 2.342 2.632 0.225  0.7136
N 1.187 3.269 -0.573  0.1179
C 1.498 4.131 -1.590  -1.6044
C 0.359 4.619 -2.115  -0.2506
N -0.692 4.058 -1.424  0.9255
C -0.160 3.242 -0.463  -0.4808
S -1.050 2.410 0.690  0.1481
C -2.086 4.475 -1.530  1.2183
C -2.436 5.240 -0.250  -1.6646
C -3.023 3.278 -1.707  -1.2388
C -2.270 5.404 -2.732  -2.3278
N 1.848 2.011 1.562  0.4217
C 1.407 2.873 2.529  -1.3774
C 1.122 2.178 3.645  -0.4508
N 1.377 0.849 3.386  0.7797
C 1.812 0.766 2.087  -0.2136
S 2.268 -0.662 1.321  -0.1167
C 1.455 -0.205 4.404  1.2909
C 0.650 -1.445 4.009  -1.3646
C 2.938 -0.557 4.571  -1.7532
C 0.916 0.303 5.746  -2.2918
C 2.992 0.991 -1.783  0.0798
S 2.009 1.555 -3.026  -0.4231
H 3.014 -2.101 -4.430  0.6336
H 2.723 -0.358 -4.453  0.4006
H 1.974 -1.361 -3.203  0.3642
H 4.270 -3.189 -2.920  0.4933
H 3.575 -2.531 -1.433  0.3332
H 5.317 -2.423 -1.728  0.4300
H 5.499 -1.409 -4.529  0.4364
H 6.205 -0.566 -3.143  0.3664
H 5.139 0.303 -4.253  0.3493
H 5.553 -0.603 -0.637  0.4955
H 4.612 1.379 0.958  0.5865
H 3.095 3.527 0.525  -0.1997
H 2.513 4.316 -1.870  0.6536
H 0.228 5.286 -2.939  0.4853
H -2.348 4.574 0.604  0.2270
H -3.451 5.625 -0.302  0.5372
H -1.745 6.070 -0.120  0.3601
H -2.816 2.513 -0.965  0.1101
H -2.918 2.844 -2.698  0.2970
H -4.048 3.617 -1.579  0.5354
H -1.716 6.332 -2.611  0.4737
H -3.326 5.649 -2.812  0.4658
H -1.964 4.925 -3.660  0.4346
H 1.331 3.922 2.332  0.6348
H 0.745 2.534 4.579  0.5412
H 0.919 -1.772 3.009  0.1224
H -0.418 -1.241 4.037  0.4677
H 0.861 -2.256 4.703  0.5642
H 3.323 -0.960 3.639  0.2803
H 3.076 -1.288 5.363  0.5051
H 3.505 0.340 4.817  0.3850
H -0.099 0.680 5.649  0.4327
H 1.552 1.079 6.166  0.4943
H 0.894 -0.529 6.447  0.4436
C -2.596 -5.534 3.715  -0.4498
C -1.296 -5.480 3.238  -0.7264
C -0.937 -4.505 2.330  -0.3843
C -1.867 -3.571 1.877  0.1230
C -3.170 -3.633 2.360  -0.1507
C -3.529 -4.609 3.272  -0.6534
P -1.221 -2.318 0.708  0.3026
C -2.587 -1.092 0.801  0.5420
C -3.604 -0.948 -0.135  -0.5003
C -4.572 0.025 0.049  -0.8587
C -4.528 0.868 1.148  -0.5237
C -3.507 0.741 2.075  -0.2836
C -2.546 -0.231 1.897  -0.5099
C -1.434 -3.131 -0.916  0.1812
C -2.213 -4.273 -1.080  -0.4490
C -2.226 -4.910 -2.306  -0.6473
C -1.459 -4.400 -3.342  -0.9128
C -0.704 -3.253 -3.150  -0.3194
C -0.636 -2.557 -1.932  -0.3104
H -2.883 -6.294 4.429  0.3622
H -0.562 -6.198 3.581  0.3789
H 0.074 -4.448 1.951  0.3665
H -3.907 -2.920 2.013  0.4041
H -4.547 -4.653 3.637  0.3802
H -3.640 -1.603 -0.996  0.5289
H -5.373 0.136 -0.670  0.3957
H -5.285 1.627 1.289  0.3433
H -3.450 1.410 2.923  0.3266
H -1.734 -0.333 2.602  0.2106
H -2.799 -4.667 -0.255  0.3493
H -2.830 -5.800 -2.451  0.3942
H -1.444 -4.914 -4.299  0.3479
H -0.109 -2.891 -3.988  0.3041
N -2.069 0.190 -4.263  -0.8084
N -1.050 0.773 -3.390  0.3566
H -2.945 0.232 -3.740  0.2302
H -1.826 -0.799 -4.313  0.2781
H -1.188 1.782 -3.393  -0.0045
H -0.156 0.617 -3.853  0.0980

**Gap between HOMO and LUMO**: 5.70 eV
**LUMO energy**: 2.53 eV
**E_HOMO**: -3.2 eV
**Total charge**: -1
**Energy relative to the best compared isomer or geometry (same formula, charge and spin)**: 73.2 kJ/mol

[4]
# C39H52BrMnN4O3S2Si4

A structure of composition C39H52BrMnN4O3S2Si4 at a distorted geometry (wB97M-V/def2-TZVPD, OMol25).

Last column: Löwdin spin population.
Cartesian coordinates (Å):
Mn -0.407 0.883 0.451  4.1591
C -0.302 -2.741 0.680  0.0009
C -0.579 -1.741 1.760  0.0143
N -1.702 -1.107 1.773  0.0189
N -2.085 -0.503 2.919  0.0094
C -2.199 0.749 3.107  0.0092
S -1.783 2.047 2.055  0.0368
S -2.878 1.194 4.708  0.0032
C -1.518 0.580 5.791  0.0003
C -0.654 1.708 6.273  0.0001
C 0.194 2.369 5.389  0.0004
C 0.954 3.446 5.812  0.0001
C 0.875 3.880 7.130  0.0000
C 0.043 3.221 8.020  0.0001
C -0.718 2.141 7.593  0.0000
C 0.421 -1.506 2.824  0.0082
C 0.688 -2.409 3.843  -0.0003
C 1.545 -2.069 4.878  0.0079
C 2.140 -0.813 4.884  -0.0014
C 1.919 0.084 3.855  0.0051
C 1.059 -0.242 2.800  0.0032
O 0.886 0.576 1.777  0.0390
H -1.233 -3.110 0.251  0.0002
H 0.320 -2.311 -0.111  -0.0014
H 0.245 -3.581 1.110  0.0001
H -2.006 0.067 6.617  0.0001
H -0.960 -0.147 5.200  0.0000
H 0.246 2.045 4.356  0.0007
H 1.606 3.954 5.112  0.0000
H 1.455 4.735 7.456  0.0000
H -0.014 3.550 9.050  0.0000
H -1.371 1.630 8.290  0.0000
H 0.191 -3.372 3.842  -0.0001
H 1.749 -2.777 5.670  0.0005
H 2.787 -0.528 5.704  -0.0004
H 2.403 1.052 3.847  0.0004
C -2.055 3.516 -0.857  0.0015
O -1.867 2.102 -0.987  0.0047
C -2.625 1.465 -1.927  0.0000
C -3.330 2.124 -2.919  0.0004
C -4.018 1.368 -3.858  0.0002
Br -4.978 2.282 -5.209  0.0001
C -4.010 -0.005 -3.834  0.0002
C -3.317 -0.677 -2.822  0.0005
C -2.649 0.070 -1.856  0.0001
O -1.915 -0.529 -0.837  0.0092
C -3.303 -2.141 -2.883  0.0000
N -3.755 -2.817 -3.906  0.0000
C -3.516 -4.141 -3.615  0.0000
C -3.769 -5.292 -4.362  0.0000
C -3.399 -6.505 -3.818  0.0000
C -2.788 -6.593 -2.558  0.0000
C -2.525 -5.468 -1.804  0.0000
C -2.898 -4.247 -2.354  0.0000
N -2.786 -2.954 -1.908  0.0001
H -1.666 4.037 -1.732  0.0002
H -1.506 3.824 0.027  0.0006
H -3.110 3.745 -0.714  0.0000
H -3.354 3.201 -2.985  0.0001
H -4.530 -0.590 -4.578  0.0000
H -2.456 -0.712 -0.041  0.0006
H -4.236 -5.225 -5.336  0.0000
H -3.574 -7.416 -4.375  0.0000
H -2.516 -7.567 -2.171  0.0000
H -2.046 -5.531 -0.835  0.0000
H -2.336 -2.641 -1.069  0.0001
C 3.866 1.507 1.007  0.0011
Si 3.453 0.135 -0.238  -0.0166
C 3.492 -1.569 0.591  0.0021
C 4.904 0.116 -1.461  -0.0082
Si 1.283 0.587 -1.184  -0.2184
Si 1.083 -0.712 -3.190  -0.0294
C -0.229 -0.025 -4.383  -0.0005
C 2.717 -0.675 -4.145  -0.0164
C 0.718 -2.543 -2.857  0.0021
Si 1.468 2.856 -1.976  -0.0337
C 3.172 3.174 -2.738  -0.0168
C 0.259 3.385 -3.349  -0.0005
C 1.289 3.943 -0.419  0.0051
H 4.498 1.131 1.814  0.0002
H 2.954 1.904 1.452  -0.0003
H 4.391 2.334 0.523  0.0000
H 4.440 -1.724 1.112  0.0004
H 3.383 -2.365 -0.150  -0.0001
H 2.694 -1.678 1.327  0.0001
H 5.836 -0.015 -0.905  -0.0012
H 4.983 1.044 -2.030  0.0000
H 4.829 -0.705 -2.175  0.0000
H 0.239 0.611 -5.136  0.0001
H -0.984 0.574 -3.872  -0.0001
H -0.750 -0.832 -4.903  -0.0001
H 3.061 0.346 -4.325  -0.0002
H 2.592 -1.160 -5.116  -0.0025
H 3.507 -1.200 -3.607  0.0001
H -0.126 -2.659 -2.180  0.0001
H 1.579 -3.038 -2.399  -0.0001
H 0.474 -3.076 -3.779  0.0004
H 3.346 2.511 -3.588  -0.0001
H 3.980 3.017 -2.022  0.0000
H 3.237 4.202 -3.102  -0.0026
H 0.735 3.224 -4.318  0.0000
H 0.017 4.448 -3.276  -0.0001
H -0.676 2.821 -3.352  -0.0001
H 2.273 4.136 0.012  0.0002
H 0.709 3.428 0.353  0.0022
H 0.817 4.908 -0.610  0.0005

**Spin multiplicity**: 5
**Gap between HOMO and LUMO (alpha / beta)**: 5.85 / 7.61 eV
**LUMO energy (alpha / beta)**: -1.88 / -0.22 eV
**E_HOMO (alpha / beta)**: -7.7 / -7.8 eV
**Total charge**: 0
**Energy relative to the best compared isomer or geometry (same formula, charge and spin)**: 263.8 kJ/mol
**<S²>**: 6.38